Entry 1:
ORCA calculation (the ωB97M-V functional and the def2-TZVPD basis) on a cluster of 5 separate species, C22H42BBr8N3O2 in total in a non-equilibrium geometry.

XYZ file:
```
78
Properties=species:S:1:pos:R:3
C -0.26 -3.48 4.30
C -0.52 -4.81 3.33
C -0.88 -4.21 1.84
C -2.46 -4.33 1.43
C -3.45 -3.25 2.17
C -3.96 -2.01 1.24
C -3.06 -0.64 1.31
C -2.63 -0.21 2.87
N -2.26 -0.19 4.13
B -4.06 0.59 0.81
N -3.75 1.98 1.38
O -5.17 0.45 -0.16
C -1.66 -0.78 0.49
C -0.38 -0.35 1.48
N 0.71 -0.07 2.16
C -1.57 -0.05 -0.97
C -1.03 1.53 -0.90
C 0.52 1.71 -1.38
O 1.49 1.66 -0.27
C 1.45 2.88 0.56
H -0.95 -2.56 3.98
H -0.45 -3.71 5.44
H 0.85 -3.09 4.12
H 0.56 -5.32 3.22
H -1.31 -5.55 3.77
H -0.28 -4.87 1.06
H -0.44 -3.13 1.80
H -2.82 -5.41 1.78
H -2.65 -4.32 0.25
H -4.43 -3.87 2.47
H -2.94 -2.96 3.18
H -3.94 -2.40 0.11
H -5.09 -1.68 1.42
H -3.80 2.66 0.57
H -4.51 2.18 2.07
H -6.01 0.44 0.39
H -1.49 -1.94 0.29
H -0.70 -0.61 -1.56
H -2.53 -0.18 -1.65
H -1.78 2.12 -1.62
H -1.26 1.95 0.18
H 0.62 2.80 -1.85
H 0.81 0.94 -2.24
H 2.57 3.03 0.96
H 1.18 3.86 -0.01
H 0.79 2.74 1.54
Br 4.46 4.62 -0.93
C 4.01 6.00 -2.23
C 2.56 6.43 -2.10
Br 1.36 5.10 -2.89
H 4.25 5.60 -3.22
H 4.68 6.84 -2.01
H 2.38 7.35 -2.66
H 2.24 6.57 -1.07
Br 4.40 9.47 -2.73
C 6.18 9.66 -1.97
C 7.24 9.65 -3.05
Br 7.57 7.84 -3.70
H 6.31 8.87 -1.23
H 6.17 10.63 -1.46
H 8.20 9.99 -2.66
H 6.98 10.26 -3.92
Br 2.14 -6.19 0.45
C 3.26 -7.42 1.48
C 2.50 -8.00 2.65
Br 2.34 -6.71 4.10
H 4.15 -6.86 1.78
H 3.54 -8.20 0.78
H 3.04 -8.84 3.08
H 1.48 -8.31 2.39
Br -3.16 -4.33 -2.78
C -4.13 -3.00 -3.83
C -3.27 -2.46 -4.95
Br -1.96 -1.18 -4.28
H -4.47 -2.23 -3.14
H -4.99 -3.54 -4.24
H -3.87 -1.90 -5.67
H -2.70 -3.24 -5.48
```

Properties
gap between HOMO and LUMO = 0.33602 Ha
E_tot = -21794.8646 a.u.
LUMO = 0.080 eV
SMILES = CCCCCC[C@](C#N)(B(N)O)[C@H](C#N)CCCOC.BrCCBr.BrCCBr.BrCCBr.BrCCBr

So, what does the Löwdin scheme give us? The charges, in e, come out as: number 1, C, carries -0.14; number 2, C, carries -0.26; number 3, C, carries -0.23; number 4, C, carries -0.21; number 5, C, carries -0.18; number 6, C, carries -0.14; number 7, C, carries -0.25; number 8, C, carries -0.10; number 9, N, carries 0.12; number 10, B, carries -0.45; number 11, N, carries 0.10; number 12, O, carries 0.03; number 13, C, carries -0.19; number 14, C, carries -0.09; number 15, N, carries 0.13; number 16, C, carries -0.18; number 17, C, carries -0.15; number 18, C, carries -0.21; number 19, O, carries -0.27; number 20, C, carries -0.15; number 21, H, carries 0.04; number 22, H, carries 0.07; number 23, H, carries 0.09; number 24, H, carries -0.02; number 25, H, carries 0.11; number 26, H, carries 0.05; number 27, H, carries 0.09; number 28, H, carries 0.12; number 29, H, carries 0.06; number 30, H, carries 0.12; number 31, H, carries 0.10; number 32, H, carries 0.13; number 33, H, carries 0.13; number 34, H, carries 0.09; number 35, H, carries 0.08; number 36, H, carries 0.12; number 37, H, carries 0.14; number 38, H, carries 0.10; number 39, H, carries 0.08; number 40, H, carries 0.12; number 41, H, carries 0.11; number 42, H, carries 0.03; number 43, H, carries 0.14; number 44, H, carries 0.08; number 45, H, carries 0.07; number 46, H, carries 0.09; number 47, Br, carries 0.64; number 48, C, carries -0.72; number 49, C, carries -0.70; number 50, Br, carries 0.67; number 51, H, carries 0.06; number 52, H, carries -0.02; number 53, H, carries 0.01; number 54, H, carries 0.06; number 55, Br, carries 0.68; number 56, C, carries -0.67; number 57, C, carries -0.69; number 58, Br, carries 0.61; number 59, H, carries 0.06; number 60, H, carries 0.06; number 61, H, carries 0.06; number 62, H, carries 0.05; number 63, Br, carries 0.65; number 64, C, carries -0.69; number 65, C, carries -0.67; number 66, Br, carries 0.68; number 67, H, carries 0.05; number 68, H, carries 0.06; number 69, H, carries 0.06; number 70, H, carries 0.06; number 71, Br, carries 0.62; number 72, C, carries -0.69; number 73, C, carries -0.68; number 74, Br, carries 0.66; number 75, H, carries 0.05; number 76, H, carries 0.06; number 77, H, carries 0.06; number 78, H, carries 0.05

Entry 2:
ORCA calculation (the ωB97M-V functional and the def2-TZVPD basis) on a structure of composition C22H42BiNP3S2 in a non-equilibrium geometry.

XYZ file:
```
71
Properties=species:S:1:pos:R:3
Bi 0.08 -0.23 0.56
P -0.82 2.11 2.20
P -2.62 -0.71 -0.04
P 2.63 1.11 0.39
H -0.04 -2.60 -8.57
C 0.97 -2.80 -8.20
C 1.30 -3.99 -7.68
H 0.56 -4.80 -7.62
C -1.25 3.59 1.20
C -2.31 1.93 3.24
C 0.36 2.79 3.40
C -2.61 -2.16 -1.15
C -3.80 -1.07 1.29
C -3.39 0.62 -1.04
C 3.71 0.28 -0.84
C 3.63 1.21 1.91
C 2.52 2.84 -0.24
H 1.74 -2.03 -8.42
H 2.35 -4.26 -7.46
H -1.54 4.44 1.83
H -2.08 3.35 0.53
H -0.39 3.88 0.58
H -2.47 2.81 3.88
H -2.22 1.06 3.90
H -3.20 1.79 2.63
H -0.09 3.58 4.02
H 1.23 3.23 2.90
H 0.74 2.01 4.07
H -3.64 -2.56 -1.21
H -1.94 -2.94 -0.75
H -2.26 -1.89 -2.15
H -4.78 -0.64 1.03
H -3.44 -0.63 2.23
H -3.89 -2.16 1.40
H -4.28 0.20 -1.55
H -2.66 0.98 -1.79
H -3.69 1.45 -0.38
H 4.69 0.80 -0.86
H 3.26 0.31 -1.84
H 3.86 -0.77 -0.55
H 4.49 1.87 1.73
H 3.98 0.20 2.15
H 3.01 1.59 2.73
H 3.53 3.14 -0.60
H 2.19 3.51 0.57
H 1.80 2.88 -1.08
C 0.71 -1.61 -2.82
C 0.61 -0.27 -3.21
C 0.26 0.07 -4.50
C 0.08 -0.94 -5.45
C 0.18 -2.28 -5.07
C 0.49 -2.63 -3.77
S 1.12 -2.08 -1.22
H -0.14 0.92 -0.89
H 0.79 0.50 -2.47
H 0.15 1.12 -4.78
H -0.14 -0.68 -6.49
H 0.09 -3.05 -5.83
H 0.60 -3.66 -3.47
S 0.62 -2.20 2.66
C 0.41 -1.35 4.13
N -0.84 -1.35 4.72
C -1.12 -0.69 5.89
C -0.09 -0.06 6.56
C 1.20 -0.04 6.01
C 1.45 -0.69 4.81
H -1.58 -1.85 4.23
H -2.16 -0.73 6.24
H -0.29 0.43 7.51
H 2.02 0.48 6.53
H 2.43 -0.72 4.34
```

Properties
gap between HOMO and LUMO = 0.12485 Ha
E_tot = -2952.2345 a.u.
LUMO = -12.013 eV
charge = +3

So, what does the Löwdin scheme give us? The charges, in e, come out as: number 1, Bi, carries 0.85; number 2, P, carries 0.74; number 3, P, carries 0.67; number 4, P, carries 0.71; number 5, H, carries 0.07; number 6, C, carries -0.10; number 7, C, carries -0.09; number 8, H, carries 0.07; number 9, C, carries -0.23; number 10, C, carries -0.25; number 11, C, carries -0.25; number 12, C, carries -0.25; number 13, C, carries -0.24; number 14, C, carries -0.24; number 15, C, carries -0.26; number 16, C, carries -0.24; number 17, C, carries -0.23; number 18, H, carries 0.07; number 19, H, carries 0.07; number 20, H, carries 0.08; number 21, H, carries 0.04; number 22, H, carries 0.04; number 23, H, carries 0.08; number 24, H, carries 0.02; number 25, H, carries 0.05; number 26, H, carries 0.08; number 27, H, carries 0.04; number 28, H, carries 0.02; number 29, H, carries 0.08; number 30, H, carries 0.05; number 31, H, carries 0.05; number 32, H, carries 0.07; number 33, H, carries 0.02; number 34, H, carries 0.07; number 35, H, carries 0.08; number 36, H, carries 0.05; number 37, H, carries 0.05; number 38, H, carries 0.08; number 39, H, carries 0.04; number 40, H, carries 0.05; number 41, H, carries 0.08; number 42, H, carries 0.06; number 43, H, carries 0.02; number 44, H, carries 0.08; number 45, H, carries 0.04; number 46, H, carries 0.05; number 47, C, carries -0.67; number 48, C, carries -0.13; number 49, C, carries -0.03; number 50, C, carries 0.01; number 51, C, carries -0.03; number 52, C, carries -0.07; number 53, S, carries 0.69; number 54, H, carries -0.08; number 55, H, carries 0.03; number 56, H, carries 0.13; number 57, H, carries 0.13; number 58, H, carries 0.08; number 59, H, carries 0.12; number 60, S, carries 0.58; number 61, C, carries -0.74; number 62, N, carries 0.07; number 63, C, carries -0.02; number 64, C, carries -0.01; number 65, C, carries 0.00; number 66, C, carries -0.07; number 67, H, carries 0.15; number 68, H, carries 0.15; number 69, H, carries 0.14; number 70, H, carries 0.14; number 71, H, carries 0.11

Entry 3:
ORCA calculation (the ωB97M-V functional and the def2-TZVPD basis) on a structure of composition C22H42Cl3N2O4SSiTi in a non-equilibrium geometry.

XYZ file:
```
76
Properties=species:S:1:pos:R:3
C 2.01 -5.52 -2.77
C 1.94 -4.01 -2.77
H 3.05 -5.85 -2.94
H 1.42 -5.95 -3.59
H 1.71 -5.93 -1.81
C 2.33 -3.30 -3.84
C 2.51 -3.92 -5.18
H 2.71 -2.29 -3.75
H 1.53 -4.19 -5.58
H 3.12 -4.84 -5.16
H 2.97 -3.23 -5.90
Ti -3.05 0.34 -0.15
Cl -1.15 -0.78 0.28
Cl -4.59 -0.09 1.48
H -4.43 3.85 3.85
H -3.33 2.77 5.41
C -4.17 3.23 2.98
C -3.11 1.88 4.80
N -3.11 2.29 3.38
H -3.79 3.86 2.17
C -2.47 1.63 2.42
O -2.58 1.93 1.18
H -2.14 1.48 5.08
H -1.88 0.75 2.72
H -5.07 2.68 2.65
H -3.89 1.13 5.02
H -1.65 -1.19 -3.75
H 0.74 0.52 -4.48
C -1.98 -0.24 -4.22
C -0.05 1.29 -4.49
N -1.21 0.90 -3.68
H -3.04 -0.08 -4.02
C -1.25 1.11 -2.34
O -2.29 1.44 -1.69
H 0.37 2.24 -4.14
H -0.30 0.94 -1.78
H -1.78 -0.29 -5.29
H -0.39 1.40 -5.53
O 0.11 -3.37 -1.31
C 1.55 -3.36 -1.44
C 1.71 -0.95 -2.17
C 2.00 -1.93 -1.22
H 1.05 -1.21 -3.00
C 2.41 0.26 -2.14
H 2.01 -4.01 -0.67
C 2.81 -1.64 -0.13
H 2.31 0.97 -2.96
C 3.30 0.53 -1.10
C 3.46 -0.41 -0.07
H 2.94 -2.41 0.63
H 3.84 1.48 -1.07
H 4.14 -0.19 0.76
Si -0.84 -4.26 -0.39
Cl -4.26 -0.65 -1.58
C -2.59 -4.32 -1.05
C -1.12 -3.76 1.41
C -0.30 -6.05 -0.16
H -2.60 -4.61 -2.11
H -3.09 -3.35 -0.88
H -3.11 -5.09 -0.45
H -0.19 -6.68 -1.04
H -1.15 -6.46 0.43
H 0.62 -6.18 0.42
H -0.20 -3.39 1.87
H -1.48 -4.66 1.95
H -1.92 -2.99 1.46
C 0.19 3.31 0.18
S 1.01 2.06 1.19
C 2.50 2.98 1.57
O 0.23 1.93 2.46
H 0.94 3.72 -0.51
H -0.19 4.09 0.86
H -0.63 2.85 -0.37
H 2.28 3.67 2.39
H 3.27 2.26 1.86
H 2.83 3.53 0.68
```

Properties
gap between HOMO and LUMO (spin up / spin down) = 0.13097 / 0.26611 Ha
E_tot = -4191.8596 a.u.
LUMO (spin up / spin down) = 2.333 / 2.318 eV
expectation value of S² = 2.006
charge = -1
spin multiplicity = 3

So, what does the Löwdin scheme give us? The charges, in e, come out as: number 1, C, carries -0.05; number 2, C, carries -0.21; number 3, H, carries 0.09; number 4, H, carries 0.09; number 5, H, carries 0.05; number 6, C, carries -0.11; number 7, C, carries -0.10; number 8, H, carries 0.10; number 9, H, carries 0.08; number 10, H, carries 0.07; number 11, H, carries 0.07; number 12, Ti, carries 0.05; number 13, Cl, carries 0.19; number 14, Cl, carries 0.00; number 15, H, carries 0.08; number 16, H, carries 0.08; number 17, C, carries -0.04; number 18, C, carries -0.04; number 19, N, carries -0.16; number 20, H, carries 0.09; number 21, C, carries -0.39; number 22, O, carries -0.24; number 23, H, carries 0.09; number 24, H, carries 0.11; number 25, H, carries 0.08; number 26, H, carries 0.09; number 27, H, carries 0.08; number 28, H, carries 0.05; number 29, C, carries -0.08; number 30, C, carries -0.10; number 31, N, carries -0.24; number 32, H, carries 0.04; number 33, C, carries -0.47; number 34, O, carries -0.31; number 35, H, carries 0.08; number 36, H, carries 0.07; number 37, H, carries 0.06; number 38, H, carries 0.07; number 39, O, carries -0.16; number 40, C, carries -0.26; number 41, C, carries -0.06; number 42, C, carries -0.18; number 43, H, carries 0.11; number 44, C, carries -0.08; number 45, H, carries 0.14; number 46, C, carries -0.03; number 47, H, carries 0.09; number 48, C, carries -0.11; number 49, C, carries -0.10; number 50, H, carries 0.11; number 51, H, carries 0.10; number 52, H, carries 0.10; number 53, Si, carries 0.32; number 54, Cl, carries 0.06; number 55, C, carries -0.16; number 56, C, carries -0.22; number 57, C, carries -0.19; number 58, H, carries 0.03; number 59, H, carries 0.01; number 60, H, carries 0.03; number 61, H, carries 0.02; number 62, H, carries 0.04; number 63, H, carries 0.03; number 64, H, carries 0.02; number 65, H, carries 0.03; number 66, H, carries -0.01; number 67, C, carries -0.24; number 68, S, carries 0.80; number 69, C, carries -0.27; number 70, O, carries -0.56; number 71, H, carries 0.05; number 72, H, carries 0.06; number 73, H, carries 0.02; number 74, H, carries 0.05; number 75, H, carries 0.04; number 76, H, carries 0.04